# 1
Computed, not measured: a structure of composition C7H22N4O16V at a distorted geometry, with wB97M-V/def2-TZVPD.

Each line ends with the natural charge from an NBO analysis.
Element x y z (Å)
V1 0.33347 0.33464 0.17006  1.726
N1 2.58835 2.81933 -0.22435  0.741
O1 1.57186 2.15078 0.06227  -0.610
O2 3.43018 3.10150 0.62479  -0.504
O3 2.77948 3.24650 -1.34249  -0.412
N2 2.99219 -1.07427 -1.51420  0.741
O4 3.01527 -0.64071 -2.69579  -0.472
O5 3.82580 -1.82734 -1.13876  -0.472
O6 2.15703 -0.64226 -0.73310  -0.564
N3 -1.09575 -2.43279 0.97644  0.757
O7 -2.22752 -2.79255 1.11212  -0.469
O8 -0.74040 -1.24553 0.97512  -0.630
O9 -0.27386 -3.23111 0.71482  -0.427
N4 0.59544 1.89809 -3.12886  0.746
O10 1.51556 1.42155 -3.83837  -0.469
O11 -0.00661 2.88542 -3.32434  -0.469
O12 0.26385 1.19563 -2.12818  -0.599
C1 -2.39775 -2.90630 -2.50835  -0.641
C2 -1.83501 -1.48527 -2.28131  -0.047
O13 -0.49985 -1.48675 -1.73732  -0.696
H1 -1.71020 -3.41565 -3.18358  0.198
H2 -3.31738 -2.68312 -3.04925  0.207
H3 -2.43536 -3.44071 -1.55910  0.229
H4 -2.39482 -0.95017 -1.51425  0.152
H5 -1.93997 -0.98584 -3.24446  0.169
H6 -0.08807 -2.10683 -2.34357  0.484
C3 -3.23153 2.39967 -1.24618  -0.633
C4 -2.27905 2.38477 -0.09253  -0.076
O14 -1.77786 1.06051 -0.12969  -0.707
H7 -2.71320 2.27122 -2.19641  0.259
H8 -3.77264 3.34283 -1.17033  0.204
H9 -4.06656 1.70173 -1.18538  0.193
H10 -2.81288 2.68426 0.80937  0.158
H11 -1.52585 3.16640 -0.19177  0.221
H12 -2.57083 0.54166 0.02392  0.503
C5 3.47812 -1.66562 2.92086  -0.649
C6 2.02255 -1.53702 2.42589  -0.063
O15 1.81752 -0.16232 1.89971  -0.729
H13 4.02908 -1.80822 1.99123  0.250
H14 3.51517 -2.48910 3.63402  0.210
H15 3.91508 -0.77761 3.37758  0.199
H16 1.33564 -1.74174 3.24707  0.149
H17 1.79958 -2.33318 1.71560  0.237
H18 2.27924 0.39035 2.53451  0.498
C7 -0.68051 0.89812 3.31373  -0.256
O16 -0.26127 1.45343 2.08299  -0.718
H19 -0.72777 -0.18928 3.25517  0.217
H20 0.07050 1.03614 4.09157  0.178
H21 -1.67820 1.25804 3.56508  0.181
H22 -0.27016 2.40866 2.17822  0.505

Cartesian forces (eV/Å) of the 6 atoms listed first:
V 2.5753 0.8764 -2.1689
N 2.8304 1.5946 -1.3023
O -2.7612 -1.7524 1.5245
O -0.2150 -0.6391 1.9522
O -1.1956 -0.3131 -1.1949
N 0.9013 2.0981 -5.4523

Properties
spin multiplicity = 3
E_LUMO (spin up / spin down) = 0.4 / 1.6 eV
net charge = -1
Kohn-Sham gap (spin up / spin down) = 5.37 / 6.55 eV

***

# 2
Computed, not measured: a cluster of 13 separate species, C6H38O13 in total at a distorted geometry, with wB97M-V/def2-TZVPD.

Each line ends with the natural charge from an NBO analysis.
Element x y z (Å)
C1 -2.80174 -2.39951 -3.43407  -0.267
O1 -3.50205 -1.12661 -3.36657  -0.753
H1 -2.28181 -2.71374 -2.47878  0.215
H2 -3.53017 -3.17273 -3.67311  0.175
H3 -2.06164 -2.35643 -4.25545  0.186
H4 -4.13485 -1.08594 -2.63993  0.487
C2 -3.62260 -1.79571 0.51735  -0.243
O2 -2.43690 -1.85332 -0.27197  -0.788
H5 -4.05591 -2.78241 0.60212  0.175
H6 -3.39628 -1.46707 1.51467  0.181
H7 -4.40871 -1.16663 0.08672  0.149
H8 -1.69505 -1.25557 -0.10693  0.506
C3 0.60072 0.60733 -0.06561  -0.255
O3 -0.12168 -0.46558 -0.72132  -0.820
H9 -0.13684 1.26810 0.36018  0.176
H10 1.10339 0.07757 0.75488  0.191
H11 1.28494 1.06749 -0.74258  0.188
H12 -0.66669 -0.10149 -1.43562  0.515
C4 3.37909 -1.27623 3.44478  -0.241
O4 4.56213 -1.17738 2.68012  -0.733
H13 2.47868 -1.62293 2.91808  0.160
H14 3.56280 -2.06566 4.17758  0.173
H15 3.20613 -0.36547 3.99980  0.159
H16 4.46759 -0.43833 2.04046  0.481
C5 3.01826 -0.92510 -2.43610  -0.255
O5 3.28172 -1.81313 -3.57298  -0.736
H17 2.13352 -1.19606 -1.86628  0.173
H18 3.87951 -0.98786 -1.78388  0.189
H19 2.88629 0.10740 -2.77114  0.163
H20 2.57937 -1.76511 -4.23059  0.463
C6 -0.03473 3.89474 -1.31693  -0.250
O6 0.78198 3.57987 -0.17680  -0.754
H21 0.28085 4.79632 -1.81721  0.175
H22 0.09812 3.05960 -2.03819  0.145
H23 -1.08070 3.91148 -1.06556  0.202
H24 0.22275 3.23829 0.54533  0.484
O7 0.53217 1.78591 2.69494  -0.995
H25 0.51134 0.82060 2.70124  0.508
H26 1.13794 1.97334 3.42313  0.485
O8 -1.77704 0.77710 -2.65557  -1.015
H27 -1.36722 1.15930 -3.41970  0.484
H28 -2.52274 0.16650 -2.93736  0.512
O9 -2.22045 1.01334 2.75987  -0.980
H29 -2.72804 1.70714 3.17811  0.472
H30 -1.30646 1.32481 2.86398  0.495
O10 -2.77505 2.29279 -0.16687  -0.971
H31 -2.87446 1.81780 0.64252  0.482
H32 -2.66413 1.66855 -0.87307  0.486
O11 0.25307 -0.94965 3.19617  -0.990
H33 0.67112 -1.70699 2.71580  0.512
H34 -0.69702 -1.19757 3.16535  0.487
O12 1.20489 -2.40192 1.02671  -0.991
H35 1.88938 -2.99731 0.71701  0.493
H36 0.72530 -1.98800 0.30025  0.510
O13 3.50759 1.80195 1.21272  -0.959
H37 4.01194 2.48457 0.75827  0.474
H38 2.64837 2.21560 1.32203  0.486

Cartesian forces (eV/Å) of the 6 atoms listed first:
C 0.2095 -0.3743 0.6770
O 0.5518 -0.1668 -0.0848
H -0.6306 0.8123 -0.9402
H 0.0108 -0.0856 -0.1102
H -0.5009 0.2812 0.4583
H 0.1501 -0.5392 0.0308

Properties
spin multiplicity = 1
E_LUMO = 0.3 eV
net charge = 0
Kohn-Sham gap = 10.22 eV

***

# 3
Computed, not measured: the ion C5H10NO2 with charge -1 at a distorted geometry, with wB97M-V/def2-TZVPD.

Each line ends with the natural charge from an NBO analysis.
Element x y z (Å)
C1 1.15691 0.47365 -1.86825  -0.476
N1 1.54654 1.28114 -0.76913  -0.391
C2 -0.79453 -1.86207 1.10437  -0.657
C3 0.14263 -0.68778 1.04404  -0.362
C4 0.28517 1.56913 -0.16670  -0.253
C5 -0.78439 0.57994 0.55871  0.517
O1 -1.67294 0.06550 -0.39110  -0.737
O2 -1.29687 1.14951 1.65168  -0.675
H1 0.73896 -0.53597 -1.53728  0.212
H2 1.98096 0.31247 -2.55177  0.170
H3 0.23707 0.85886 -2.44935  0.173
H4 0.47868 2.26572 0.66383  0.216
H5 -1.38618 -1.74775 0.15072  0.267
H6 -1.50749 -1.69540 1.88784  0.206
H7 -0.31358 -2.84629 1.21784  0.176
H8 0.57942 -0.45073 2.01780  0.199
H9 0.98603 -0.77301 0.27113  0.195
H10 -0.37639 2.04310 -0.83440  0.219

Cartesian forces (eV/Å) of the 6 atoms listed first:
C -1.2718 -0.8677 -1.8547
N -4.0679 -1.0144 1.6901
C -0.4590 -0.3254 -1.4049
C 1.6000 0.6970 -1.0770
C 5.9605 4.3304 -0.1262
C -6.3890 -4.5292 2.0253

Properties
spin multiplicity = 1
E_LUMO = 2.3 eV
net charge = -1
Kohn-Sham gap = 6.04 eV

***

So what do the calculations give for relative energy (zero: lowest compared OMol25 entry of this formula, charge and spin)? Going down the list: 43.3 50.4 154.3 kcal/mol.